Density functional theory data (the ωB97M-V functional and the def2-TZVPD basis) for a molecular structure, C15H21N4O2PS5Tb.

```
49
Properties=species:S:1:pos:R:3:forces:R:3
Tb -0.62501 0.06372 0.40900 1.08 0.12 0.55
C -2.81724 3.49715 -3.17009 0.02 -0.02 -0.04
S -3.72169 2.00622 -2.73692 0.07 -0.09 0.08
C -2.93439 1.47084 -1.25944 0.28 0.43 0.05
S -1.60045 2.37860 -0.57277 -0.76 0.25 -0.19
N -3.50735 0.41118 -0.76064 -0.08 -0.56 0.02
N -2.84699 -0.07369 0.33502 -1.75 0.90 0.64
C -3.53718 -0.61782 1.30172 -0.04 0.15 -0.85
C -2.87183 -0.75567 2.55680 0.47 0.07 0.72
C -3.52491 -1.27200 3.69236 -0.15 -0.08 -0.38
C -2.93129 -1.18903 4.92210 0.27 0.08 0.25
C -1.66597 -0.58941 5.03047 -0.32 -0.16 0.10
C -1.05943 -0.15878 3.87909 0.02 -0.09 -0.35
N -1.60561 -0.24440 2.65097 -0.67 -0.10 0.72
H -3.27204 3.83314 -4.10266 0.03 0.02 0.02
H -1.76328 3.27784 -3.32956 -0.04 0.00 -0.01
H -2.92789 4.26610 -2.40905 0.00 -0.01 0.00
H -4.60413 -0.79001 1.20474 -0.01 -0.13 -0.03
H -4.50861 -1.71079 3.57175 0.05 0.03 0.03
H -3.43739 -1.56829 5.80215 0.03 0.02 -0.05
H -1.17276 -0.46550 5.98565 -0.04 -0.02 -0.05
H -0.07197 0.28209 3.92794 0.03 0.02 -0.04
C 2.35431 -2.06457 -4.70700 -0.02 -0.04 -0.08
C 2.80087 -0.77847 -4.05294 -0.08 -0.14 0.15
O 2.40588 -0.74418 -2.66883 0.18 0.05 0.04
P 0.93373 -0.35204 -2.17165 0.74 -0.32 -0.19
S 0.10980 -1.92465 -1.26680 0.13 -0.58 -0.42
S -0.07344 0.62191 -3.47948 -0.19 0.18 -0.25
O 1.36089 0.56998 -0.85086 0.36 0.16 -0.73
C 2.04567 1.82577 -1.08711 -0.03 -0.13 0.07
C 3.52208 1.66759 -0.81333 0.07 0.07 0.02
H 2.64512 -2.05998 -5.75940 0.01 -0.03 0.01
H 1.26841 -2.16178 -4.65441 0.04 0.02 -0.01
H 2.80812 -2.92896 -4.22048 -0.02 0.03 0.00
H 2.39107 0.09047 -4.56277 -0.07 0.07 -0.04
H 3.88617 -0.69854 -4.02713 0.05 0.01 -0.04
H 1.58836 2.55766 -0.42450 -0.07 0.05 0.10
H 1.84412 2.14799 -2.10653 -0.02 0.02 -0.10
H 3.69312 1.27189 0.18942 -0.01 0.01 0.00
H 4.01383 2.64014 -0.88790 0.00 -0.04 -0.01
H 3.97659 0.98592 -1.52856 0.01 -0.02 0.00
S 2.76672 -1.31530 3.86743 0.32 -0.08 0.22
C 1.73562 -2.57039 3.34106 0.13 -0.04 0.16
C 1.00272 -2.13939 2.29301 -0.08 0.15 -0.12
N 1.23833 -0.83590 1.91134 0.08 -0.47 0.02
C 2.16279 -0.30223 2.64605 0.07 0.22 0.06
H 1.73461 -3.53917 3.81447 -0.03 0.05 -0.04
H 0.27507 -2.72917 1.75658 -0.02 0.00 -0.05
H 2.51684 0.71390 2.52169 -0.04 -0.08 0.02
```
Positions in Å, forces in eV/Å.

Computed properties:
Orbital gap (spin up / spin down) ... 5.25 / 5.44 eV
⟨S²⟩ ... 15.857
LUMO energy (spin up / spin down) ... -0.73 / -0.61 eV
2S+1 ... 8